Record 1
A structure of composition C4H6N2, computed with ωB97M-V with the def2-TZVPD basis set.

Structure (XYZ):
```
12
Properties=species:S:1:pos:R:3:mulliken_charge:R:1
N -0.5828 -1.5325 0.1414 -0.448
N 1.8040 0.4323 -0.0899 0.044
C 0.4259 0.7620 0.0609 -0.482
C -0.4008 -0.2963 0.1231 0.841
C 2.1846 -0.8146 -0.1226 -0.655
C -2.0495 -0.2538 0.0466 -0.944
H 0.1130 1.7863 0.1255 0.346
H -2.6719 -1.0004 0.5454 0.331
H 2.4053 1.2534 -0.1810 0.247
H 3.2741 -0.8407 -0.2656 0.146
H -2.3166 -0.1597 -1.0011 0.239
H -2.1852 0.6641 0.6173 0.335
```

Output
ΔE to the lowest compared entry with this formula, charge and spin: 640.8 kJ/mol
DFT total energy: -7218.950 eV
Multiplicity: 1
Charge: 0
Gap between HOMO and LUMO: 7.609 eV

***

Record 2
A cluster of 3 separate species, C4H6N2 in total, computed with ωB97M-V with the def2-TZVPD basis set.

Structure (XYZ):
```
12
Properties=species:S:1:pos:R:3:mulliken_charge:R:1
N -0.0674 1.6674 -1.5156 -0.553
N 0.6303 0.8833 0.7258 -0.504
C -0.8778 0.7384 0.8229 -0.355
C 0.5826 -3.0679 -0.5743 -0.225
C 0.9439 -1.9137 -0.4381 -0.585
C -0.2461 1.0963 -0.4284 0.402
H -1.4954 1.4904 1.3033 0.256
H 1.3098 -0.5996 0.2377 0.407
H -0.7816 2.3144 -1.8404 0.265
H 0.1735 -4.0475 -0.6056 0.384
H -1.1417 -0.2717 1.0999 0.268
H 0.9700 1.7101 1.2129 0.240
```

Output
ΔE to the lowest compared entry with this formula, charge and spin: 658.4 kJ/mol
DFT total energy: -7218.768 eV
Multiplicity: 1
Charge: 0
Gap between HOMO and LUMO: 9.902 eV

***

Record 3
The molecule C4H6N2, computed with ωB97M-V with the def2-TZVPD basis set.

Structure (XYZ):
```
12
Properties=species:S:1:pos:R:3:mulliken_charge:R:1
N 0.7769 0.3300 -2.5648 -0.465
N -1.3951 0.7276 0.0375 -0.588
C 0.9555 0.1093 0.7595 -0.662
C 0.1661 -1.1257 0.6955 -0.686
C -0.1719 0.0393 -0.2121 0.626
C 0.3228 0.0899 -1.5349 0.163
H 0.7773 1.0500 1.3989 0.233
H 1.9920 0.1295 0.4452 0.266
H -0.5965 -1.3223 1.4326 0.300
H -2.1608 0.2680 -0.4483 0.269
H -1.3522 1.6874 -0.2941 0.286
H 0.6859 -1.9832 0.2849 0.258
```

Output
ΔE to the lowest compared entry with this formula, charge and spin: 165.9 kJ/mol
DFT total energy: -7223.872 eV
Multiplicity: 1
Charge: 0
Gap between HOMO and LUMO: 11.174 eV

***

Record 4
The molecule C4H6N2, computed with ωB97M-V with the def2-TZVPD basis set.

Structure (XYZ):
```
12
Properties=species:S:1:pos:R:3:mulliken_charge:R:1
N -0.0743 -1.0504 -0.0063 -0.054
N 2.0836 -0.0706 -0.0869 -0.611
C -0.2222 1.1885 0.0372 -0.323
C -1.5336 0.6301 -0.0023 -0.431
C 0.6628 0.1077 0.0265 0.082
C -1.3812 -0.7413 -0.0263 -0.553
H 2.5318 -0.3068 1.0368 0.291
H -2.4639 1.2463 0.0111 0.338
H 0.0878 2.2419 0.0683 0.356
H 2.3639 1.0165 -0.5660 0.317
H -2.1120 -1.5415 0.1032 0.354
H 0.3720 -1.9193 -0.2113 0.233
```

Output
ΔE to the lowest compared entry with this formula, charge and spin: 184.1 kJ/mol
DFT total energy: -7223.683 eV
Multiplicity: 1
Charge: 0
Gap between HOMO and LUMO: 8.532 eV

***

Record 5
The molecule C4H6N2, computed with ωB97M-V with the def2-TZVPD basis set.

Structure (XYZ):
```
12
Properties=species:S:1:pos:R:3:mulliken_charge:R:1
N -1.2399 0.3879 0.3391 -0.556
N -0.6242 -0.7212 -1.5081 -0.102
C 0.9976 0.6529 1.4588 -1.033
C 0.1156 0.2029 0.3491 0.639
C 0.5017 -0.4614 -0.7711 -0.483
C -1.6959 -0.1481 -0.7630 -0.263
H 1.5029 -0.7246 -1.0806 0.368
H -2.7697 -0.3611 -0.8131 0.347
H 0.4162 0.7469 2.3774 0.306
H 1.4545 1.6211 1.2320 0.237
H -0.4538 -1.1148 -2.4367 0.232
H 1.7950 -0.0804 1.6163 0.309
```

Output
ΔE to the lowest compared entry with this formula, charge and spin: 40.5 kJ/mol
DFT total energy: -7225.171 eV
Multiplicity: 1
Charge: 0
Gap between HOMO and LUMO: 9.449 eV

***

Record 6
The molecule C4H6N2, computed with ωB97M-V with the def2-TZVPD basis set.

Structure (XYZ):
```
12
Properties=species:S:1:pos:R:3:mulliken_charge:R:1
N 2.7610 1.4669 -0.5045 -0.395
N -0.0547 -0.3676 0.2946 -0.316
C -0.9301 0.7672 0.0538 -0.246
C 1.0588 -0.5294 -0.6294 -0.321
C -1.3730 -0.6079 -0.2739 -0.441
C 2.0189 0.5809 -0.5310 0.246
H 0.7403 -0.5853 -1.6837 0.210
H -1.2890 1.2616 0.9524 0.237
H -0.6931 1.4349 -0.7753 0.243
H -2.0744 -1.1391 0.3631 0.241
H -1.4279 -0.8681 -1.3321 0.223
H 1.5791 -1.4639 -0.3947 0.318
```

Output
ΔE to the lowest compared entry with this formula, charge and spin: 188.8 kJ/mol
DFT total energy: -7223.635 eV
Multiplicity: 1
Charge: 0
Gap between HOMO and LUMO: 10.856 eV

***

Record 7
A structure of composition C4H6N2, computed with ωB97M-V with the def2-TZVPD basis set.

Structure (XYZ):
```
12
Properties=species:S:1:pos:R:3:mulliken_charge:R:1
N -1.2127 -1.0069 1.3898 -0.427
N -0.5212 0.6736 -0.6373 -0.178
C 1.6472 0.6180 -0.9383 -0.788
C 0.2701 -0.1310 0.1615 0.093
C 0.5418 1.1434 -1.4458 -0.144
C 0.1968 -0.9501 1.1956 -0.156
H 2.6192 0.9555 -1.3962 0.291
H -1.7306 -1.7767 1.0107 0.188
H 0.3013 1.8398 -2.2332 0.363
H -1.4662 0.5198 -0.9728 0.263
H -1.6541 -0.4453 2.0936 0.180
H 1.0084 -1.4403 1.7726 0.315
```

Output
ΔE to the lowest compared entry with this formula, charge and spin: 490.8 kJ/mol
DFT total energy: -7220.504 eV
Multiplicity: 1
Charge: 0
Gap between HOMO and LUMO: 9.194 eV

***

Record 8
A cluster of 2 separate species, C4H6N2 in total, computed with ωB97M-V with the def2-TZVPD basis set.

Structure (XYZ):
```
12
Properties=species:S:1:pos:R:3:mulliken_charge:R:1
N -0.3468 -1.1918 0.8610 -0.661
N -2.3247 0.7854 1.2147 -0.139
C 1.6419 -0.2546 -0.6087 -0.482
C 0.3172 0.3757 -1.0954 -0.466
C -2.4726 1.9482 1.2777 -0.201
C 0.3518 -0.5775 0.0087 0.418
H -1.9157 -0.1437 1.1281 0.340
H 0.1474 1.4255 -0.8704 0.252
H -0.0783 0.0429 -2.0519 0.226
H 0.2403 -1.7974 1.4390 0.230
H 2.3269 0.3957 -0.0691 0.241
H 2.1125 -1.0083 -1.2337 0.242
```

Output
ΔE to the lowest compared entry with this formula, charge and spin: 297.0 kJ/mol
DFT total energy: -7222.513 eV
Multiplicity: 1
Charge: 0
Gap between HOMO and LUMO: 11.129 eV

***

Record 9
The molecule C4H6N2, computed with ωB97M-V with the def2-TZVPD basis set.

Structure (XYZ):
```
12
Properties=species:S:1:pos:R:3:mulliken_charge:R:1
N 0.4990 1.1240 1.0699 -0.600
N 2.3230 -0.7196 -1.3400 -0.452
C 0.2625 0.1671 0.0374 0.592
C -1.0128 0.0963 -0.7644 -0.792
C -0.7283 -0.9175 0.3183 -0.625
C 1.4110 -0.3135 -0.7519 0.175
H 0.7121 2.0446 0.7055 0.251
H -1.9884 0.3715 -0.4532 0.344
H -1.2998 -0.6715 1.2174 0.285
H 1.2517 0.8151 1.6785 0.254
H -0.5884 -1.9575 0.0855 0.290
H -0.9090 -0.1026 -1.8246 0.276
```

Output
ΔE to the lowest compared entry with this formula, charge and spin: 184.3 kJ/mol
DFT total energy: -7223.681 eV
Multiplicity: 1
Charge: 0
Gap between HOMO and LUMO: 11.192 eV

***

Record 10
A structure of composition C4H6N2, computed with ωB97M-V with the def2-TZVPD basis set.

Structure (XYZ):
```
12
Properties=species:S:1:pos:R:3:mulliken_charge:R:1
N -0.3319 -0.9899 0.3091 -0.324
N 2.0998 0.3181 0.1003 -0.428
C -1.7212 -0.8954 0.1236 -0.187
C -0.2170 0.3837 -0.1160 0.001
C 0.9331 1.0790 -0.1660 0.059
C -1.8241 0.3872 -0.2342 -0.675
H 1.0035 2.1624 -0.3613 0.308
H -2.4040 -1.6908 0.3718 0.387
H -2.8121 0.8778 -0.3234 0.269
H 0.1878 -1.7618 -0.0935 0.234
H 2.6268 -0.0967 -0.6447 0.181
H 2.4593 0.2264 1.0342 0.176
```

Output
ΔE to the lowest compared entry with this formula, charge and spin: 334.6 kJ/mol
DFT total energy: -7222.123 eV
Multiplicity: 1
Charge: 0
Gap between HOMO and LUMO: 9.565 eV